DFT (ωB97M-V/def2-TZVPD) results for C36H43BrF12HfNO4Si4Te as an isolated structure.

Atoms and positions in Å:
Hf  -0.52  1.34  0.34
C  0.54  -5.44  1.87
C  0.51  -4.02  1.39
C  0.97  -3.70  0.12
C  1.09  -2.40  -0.29
C  0.79  -1.33  0.58
N  1.10  -0.03  0.25
C  2.31  0.16  -0.36
C  3.40  -0.68  -0.06
C  4.66  -0.45  -0.55
C  4.92  0.62  -1.39
C  6.32  0.91  -1.84
C  3.86  1.45  -1.73
C  2.57  1.24  -1.24
C  1.47  2.24  -1.56
O  0.19  1.82  -1.39
C  1.74  3.43  -0.61
F  1.62  2.96  0.66
F  0.90  4.45  -0.76
F  2.97  3.96  -0.66
C  1.55  2.77  -3.02
F  0.39  3.30  -3.40
F  1.86  1.82  -3.90
F  2.46  3.76  -3.21
C  0.17  -1.65  1.80
C  0.05  -2.98  2.19
C  -0.30  -0.48  2.65
O  -0.99  0.47  1.96
C  0.94  0.24  3.27
F  2.10  -0.43  3.17
F  1.12  1.41  2.61
F  0.82  0.57  4.56
C  -1.25  -0.88  3.80
F  -0.70  -1.64  4.77
F  -2.31  -1.55  3.35
F  -1.73  0.21  4.42
H  1.48  -5.91  1.57
H  -0.27  -6.03  1.45
H  0.48  -5.49  2.95
H  1.27  -4.50  -0.55
H  1.47  -2.16  -1.28
H  3.24  -1.51  0.61
H  5.47  -1.11  -0.27
H  6.95  0.05  -1.66
H  6.71  1.75  -1.27
H  6.35  1.17  -2.89
H  4.06  2.28  -2.38
H  -0.38  -3.24  3.14
Br  -4.49  4.34  2.86
C  -2.72  4.85  3.25
C  -2.54  5.94  4.10
C  -1.26  6.40  4.36
C  -0.17  5.74  3.82
C  -0.36  4.66  2.99
C  -1.64  4.22  2.67
C  -1.74  3.19  1.59
O  -2.65  2.36  1.48
O  -0.81  3.24  0.73
H  -3.40  6.43  4.52
H  -1.13  7.27  4.98
H  0.84  6.09  4.03
H  0.49  4.15  2.55
C  -3.26  3.06  -3.73
Si  -4.30  2.85  -2.14
C  -3.59  4.16  -0.95
C  -6.08  3.44  -2.59
Si  -4.37  0.58  -1.45
Te  -2.10  -0.39  -0.89
Si  -5.94  0.12  0.29
C  -5.81  1.36  1.74
C  -5.63  -1.63  0.99
C  -7.77  0.20  -0.31
Si  -4.91  -0.75  -3.35
C  -3.60  -0.66  -4.75
C  -6.61  -0.41  -4.19
C  -5.00  -2.60  -2.83
H  -3.31  4.08  -4.12
H  -3.58  2.39  -4.52
H  -2.21  2.85  -3.52
H  -3.57  5.16  -1.38
H  -2.56  3.90  -0.71
H  -4.15  4.20  -0.03
H  -6.05  4.39  -3.12
H  -6.69  3.57  -1.70
H  -6.57  2.72  -3.23
H  -4.76  1.53  1.94
H  -6.28  1.02  2.66
H  -6.25  2.32  1.48
H  -4.60  -1.71  1.31
H  -5.77  -2.39  0.23
H  -6.26  -1.89  1.84
H  -7.94  1.09  -0.90
H  -8.47  0.23  0.53
H  -8.03  -0.66  -0.92
H  -3.62  0.30  -5.25
H  -3.71  -1.43  -5.50
H  -2.61  -0.77  -4.30
H  -6.61  0.51  -4.75
H  -7.39  -0.34  -3.44
H  -6.88  -1.21  -4.88
H  -4.13  -2.83  -2.22
H  -5.02  -3.28  -3.67
H  -5.88  -2.79  -2.23

## Properties
LUMO energy ... 2.379 eV
Energy relative to the best compared isomer or geometry (same formula, charge and spin) ... 58.1 kcal/mol
Kohn-Sham gap ... 7.05 eV
Charge ... -1
HOMO energy ... -0.17147 Ha

Atomic partial charges in e from the Mulliken method, atoms 1 to 99:
1 Hf -0.243
2 C -1.809
3 C 0.645
4 C -0.938
5 C 0.091
6 C -0.616
7 N 0.689
8 C 0.921
9 C -0.085
10 C -1.278
11 C 0.437
12 C -1.618
13 C -0.851
14 C -0.476
15 C 1.994
16 O -0.414
17 C 0.390
18 F 0.026
19 F -0.266
20 F -0.304
21 C 0.175
22 F -0.164
23 F -0.274
24 F -0.284
25 C -0.484
26 C -0.739
27 C 1.867
28 O 0.105
29 C 0.424
30 F -0.286
31 F -0.004
32 F -0.351
33 C 0.017
34 F -0.286
35 F -0.165
36 F -0.223
37 H 0.408
38 H 0.311
39 H 0.384
40 H 0.417
41 H 0.707
42 H 0.444
43 H 0.313
44 H 0.380
45 H 0.295
46 H 0.379
47 H 0.555
48 H 0.429
49 Br -0.152
50 C 0.261
51 C -0.599
52 C -0.578
53 C -0.957
54 C -0.410
55 C -0.062
56 C 1.066
57 O -0.306
58 O -0.838
59 H 0.431
60 H 0.374
61 H 0.414
62 H 0.354
63 C -0.818
64 Si 0.407
65 C -0.044
66 C -1.195
67 Si 0.360
68 Te -1.216
69 Si 0.475
70 C -0.605
71 C -0.871
72 C -1.236
73 Si 0.545
74 C -1.097
75 C -1.182
76 C -1.094
77 H 0.386
78 H 0.191
79 H 0.026
80 H 0.570
81 H -0.486
82 H -0.008
83 H 0.372
84 H 0.321
85 H 0.271
86 H -0.145
87 H 0.466
88 H 0.285
89 H 0.060
90 H 0.244
91 H 0.386
92 H 0.336
93 H 0.382
94 H 0.305
95 H 0.346
96 H 0.411
97 H 0.241
98 H 0.335
99 H 0.294

***

DFT (ωB97M-V/def2-TZVPD) results for C36H43Cl2N4O2PPd as an isolated structure.

Atoms and positions in Å:
Pd  -0.64  -0.49  -0.34
Cl  -3.01  6.15  0.50
C  -1.97  4.79  0.31
C  -2.52  3.55  0.11
C  -1.70  2.41  -0.05
N  -2.14  1.14  -0.25
C  -3.45  0.85  -0.49
O  -4.38  1.61  -0.67
C  -3.71  -0.64  -0.53
C  -5.01  -1.10  -0.35
C  -5.25  -2.46  -0.40
C  -4.18  -3.31  -0.66
C  -2.93  -2.76  -0.83
N  -2.69  -1.46  -0.76
C  -0.27  2.57  0.00
C  0.26  3.88  0.23
C  -0.56  4.95  0.38
Cl  0.13  6.51  0.69
N  0.52  1.51  -0.10
C  1.85  1.71  -0.44
O  2.19  2.28  -1.46
C  2.89  1.18  0.52
C  4.22  1.45  0.24
C  5.18  1.01  1.14
C  4.77  0.34  2.28
C  3.41  0.14  2.47
N  2.48  0.54  1.61
H  -3.59  3.45  0.05
H  -5.79  -0.38  -0.18
H  -6.24  -2.86  -0.25
H  -4.32  -4.39  -0.73
H  -2.07  -3.37  -1.05
H  1.33  4.02  0.29
H  4.48  1.99  -0.66
H  6.24  1.19  0.95
H  5.49  -0.01  3.02
H  3.05  -0.37  3.36
C  0.56  -6.95  -1.25
C  -0.05  -6.02  -2.31
C  0.39  -4.56  -2.09
C  0.61  -4.28  -0.59
C  -0.39  -5.11  0.22
C  0.07  -6.58  0.17
P  0.77  -2.46  -0.21
C  2.36  -2.03  -1.12
C  3.50  -3.07  -1.16
C  4.35  -2.97  -2.43
C  4.58  -1.50  -2.79
C  3.26  -0.84  -3.21
C  2.04  -1.50  -2.53
C  1.28  -2.39  1.58
C  2.22  -3.49  2.15
C  1.58  -4.31  3.27
C  1.11  -3.43  4.43
C  0.55  -2.08  3.94
C  0.07  -2.17  2.50
H  1.65  -6.87  -1.31
H  0.31  -7.98  -1.48
H  -1.14  -6.10  -2.25
H  0.23  -6.35  -3.31
H  -0.35  -3.88  -2.50
H  1.32  -4.39  -2.63
H  1.59  -4.67  -0.31
H  -1.38  -5.05  -0.22
H  -0.47  -4.77  1.25
H  -0.76  -7.23  0.46
H  0.87  -6.73  0.89
H  2.72  -1.18  -0.54
H  3.14  -4.10  -1.08
H  4.15  -2.91  -0.29
H  3.85  -3.47  -3.26
H  5.31  -3.48  -2.28
H  5.32  -1.41  -3.58
H  4.98  -0.99  -1.91
H  3.13  -0.91  -4.29
H  3.28  0.22  -2.96
H  1.68  -2.32  -3.15
H  1.22  -0.78  -2.47
H  1.82  -1.45  1.58
H  3.11  -3.00  2.56
H  2.58  -4.16  1.36
H  2.30  -5.06  3.62
H  0.73  -4.87  2.87
H  1.94  -3.26  5.12
H  0.34  -3.97  4.99
H  1.33  -1.32  3.99
H  -0.26  -1.75  4.60
H  -0.43  -1.24  2.21
H  -0.67  -2.97  2.40

## Properties
LUMO energy (spin up / spin down) ... 0.008 / -1.582 eV
Energy relative to the best compared isomer or geometry (same formula, charge and spin) ... 0.0 kcal/mol
Multiplicity ... 3
Kohn-Sham gap (spin up / spin down) ... 7.23 / 6.52 eV
Expectation value of S² ... 2.03
HOMO energy (spin up / spin down) ... -0.26549 / -0.29787 Ha

Need the Mulliken charges? In units of e they are:
1 Pd -0.693
2 Cl -0.199
3 C 0.232
4 C -0.826
5 C 0.020
6 N -0.071
7 C 0.427
8 O -0.719
9 C 0.179
10 C -0.502
11 C -0.431
12 C -0.913
13 C -0.079
14 N -0.089
15 C -0.014
16 C -0.277
17 C -0.419
18 Cl -0.211
19 N 0.619
20 C 0.124
21 O -0.614
22 C 0.418
23 C -0.595
24 C -0.623
25 C -0.802
26 C 0.159
27 N -0.269
28 H 0.686
29 H 0.463
30 H 0.424
31 H 0.418
32 H 0.373
33 H 0.680
34 H 0.472
35 H 0.442
36 H 0.469
37 H 0.365
38 C -0.803
39 C -0.953
40 C -0.706
41 C -0.210
42 C -0.450
43 C -1.020
44 P 1.284
45 C 1.349
46 C -0.580
47 C -0.891
48 C -0.608
49 C -0.843
50 C -1.045
51 C 1.575
52 C -0.579
53 C -0.752
54 C -0.901
55 C -0.617
56 C -0.891
57 H 0.287
58 H 0.507
59 H 0.318
60 H 0.491
61 H 0.305
62 H 0.288
63 H 0.887
64 H 0.296
65 H -0.119
66 H 0.591
67 H 0.244
68 H -0.747
69 H -0.183
70 H 0.341
71 H 0.311
72 H 0.538
73 H 0.480
74 H 0.177
75 H 0.511
76 H 0.159
77 H 0.441
78 H 0.200
79 H -0.581
80 H 0.310
81 H 0.423
82 H 0.532
83 H 0.077
84 H 0.321
85 H 0.360
86 H -0.019
87 H 0.491
88 H 0.352
89 H 0.425